# 1
Molecular formula: CaH2N6O19
Method: DFT, ωB97M-V/def2-TZVPD

Structure (XYZ):
```
28
Properties=species:S:1:pos:R:3:forces:R:3:nbo_charge:R:1
Ca -0.255 0.301 0.648 0.22 -0.33 -0.24 1.906
N -4.133 -1.818 4.143 -0.22 1.03 0.67 0.724
O -4.692 -1.669 5.234 -1.03 -0.53 1.16 -0.573
O -3.144 -1.117 3.935 2.17 1.10 -0.92 -0.602
O -4.560 -2.561 3.283 -0.76 -1.34 -1.13 -0.531
N 5.529 -0.123 2.207 4.66 -0.12 -0.07 0.721
O 6.263 0.736 2.769 -0.58 0.36 0.42 -0.597
O 6.131 -1.076 1.659 -0.53 -0.56 -0.22 -0.579
O 4.343 -0.022 2.186 -3.70 0.28 0.05 -0.541
N -0.060 -5.564 1.470 1.73 3.90 4.91 0.730
O 0.216 -4.468 0.979 -0.07 2.34 -0.66 -0.606
O -0.163 -6.488 0.792 -1.28 -6.24 -4.44 -0.501
O -0.087 -5.684 2.731 -0.43 0.16 0.14 -0.611
N 3.684 4.863 -0.953 0.43 0.44 -0.53 0.723
O 3.667 6.072 -1.135 0.58 2.69 -0.39 -0.584
O 4.708 4.221 -1.136 1.02 -0.95 0.00 -0.528
O 2.631 4.354 -0.622 -2.20 -2.10 1.03 -0.570
N 2.346 -0.409 -4.848 -0.34 1.25 1.82 0.727
O 1.833 -0.119 -3.772 -2.31 -0.05 2.45 -0.605
O 3.473 -0.019 -4.979 3.68 0.38 -1.89 -0.535
O 1.719 -0.988 -5.701 -1.27 -1.65 -2.34 -0.570
N -4.465 4.355 -0.622 -0.95 0.71 -1.29 0.724
O -3.640 3.583 -0.221 3.23 -2.50 1.56 -0.575
O -5.641 4.137 -0.350 -2.12 0.42 0.30 -0.576
O -4.121 5.291 -1.350 -0.09 1.24 -0.52 -0.571
O -3.577 -1.732 -1.933 0.17 0.16 0.10 -0.942
H -3.863 -1.637 -2.841 0.05 0.12 -0.23 0.468
H -4.142 -2.416 -1.574 -0.06 -0.19 0.27 0.474
```
Forces are in eV/Å.

Orbital gap ... 2.65 eV
LUMO level ... 3.0 eV
Multiplicity ... 1
Charge ... -4
Highest occupied orbital energy ... 0.32 eV
ΔE to the lowest compared entry with this formula, charge and spin ... 603.90 kJ/mol


# 2
Molecular formula: C6H14
Method: DFT, ωB97M-V/def2-TZVPD

Structure (XYZ):
```
20
Properties=species:S:1:pos:R:3:forces:R:3:nbo_charge:R:1
C -3.081 -0.792 -0.100 1.05 -0.45 -0.92 -0.602
C -1.904 -0.101 -0.797 0.12 1.52 -0.05 -0.396
C -1.683 -0.366 -2.299 0.03 -2.20 0.53 -0.624
H -2.946 -1.880 -0.125 0.03 0.09 0.37 0.196
H -3.065 -0.395 0.915 -0.67 -0.32 0.01 0.212
H -3.982 -0.612 -0.677 -0.37 0.33 0.38 0.202
H -2.124 0.975 -0.663 0.32 -0.23 -0.13 0.188
H -0.990 -0.256 -0.233 0.16 -0.20 0.07 0.199
H -0.684 -0.787 -2.577 -0.44 1.05 0.36 0.214
H -2.016 0.420 -2.958 0.12 0.24 -0.15 0.212
H -2.286 -1.262 -2.488 -0.34 0.18 -0.47 0.199
C 2.943 -0.288 2.032 -1.16 -0.20 -0.13 -0.652
C 2.197 0.856 1.324 2.91 0.12 0.33 -0.173
C 2.774 1.477 0.280 -1.18 -0.84 1.25 -0.403
H 3.882 -0.546 1.559 -0.02 -0.14 -0.66 0.208
H 2.268 -1.179 2.051 0.74 0.46 0.32 0.213
H 3.284 -0.023 3.044 -0.71 0.02 -0.06 0.217
H 1.447 1.347 1.912 -0.78 -0.02 -0.15 0.194
H 2.295 2.377 -0.061 0.30 0.22 -0.58 0.201
H 3.671 1.035 -0.141 -0.13 0.37 -0.33 0.195
```
Forces are in eV/Å.

Orbital gap ... 10.74 eV
SMILES ... C=CC.CCC
LUMO level ... 1.1 eV
Multiplicity ... 1
Charge ... 0
Highest occupied orbital energy ... -9.66 eV
ΔE to the lowest compared entry with this formula, charge and spin ... 169.91 kJ/mol


# 3
Molecular formula: C5H8N
Method: DFT, ωB97M-V/def2-TZVPD

Structure (XYZ):
```
14
Properties=species:S:1:pos:R:3:forces:R:3:nbo_charge:R:1
C -0.352 2.068 -0.278 0.67 -0.37 0.03 0.090
C 0.066 0.784 -0.235 0.74 -2.47 -3.46 0.429
C 0.532 0.123 -1.659 -1.85 -1.50 4.09 -0.634
C -0.270 -1.426 0.943 1.35 -0.20 1.08 -0.611
C -0.097 0.080 0.998 -0.75 -0.20 0.14 -0.517
N -0.810 3.100 -0.245 -1.29 3.15 -0.06 0.012
H -0.508 -0.359 -1.908 1.77 0.63 0.11 0.301
H 1.235 -0.708 -1.333 -0.81 0.98 -0.96 0.270
H 0.879 0.782 -2.430 0.09 0.49 -0.01 0.281
H 0.451 -1.908 0.254 -0.67 0.13 0.40 0.231
H -1.297 -1.735 0.793 -0.06 0.06 -0.28 0.255
H 0.022 -1.685 1.976 -0.27 -0.64 -0.52 0.254
H 0.917 0.318 1.369 0.57 0.02 0.33 0.341
H -0.768 0.565 1.755 0.50 -0.09 -0.89 0.298
```
Forces are in eV/Å.

Orbital gap ... 9.70 eV
LUMO level ... -7.8 eV
Multiplicity ... 1
Charge ... +1
Highest occupied orbital energy ... -17.47 eV
ΔE to the lowest compared entry with this formula, charge and spin ... 367.16 kJ/mol


# 4
Molecular formula: C3H9N3O
Method: DFT, ωB97M-V/def2-TZVPD

Structure (XYZ):
```
16
Properties=species:S:1:pos:R:3:forces:R:3:nbo_charge:R:1
C 1.335 -0.493 0.026 -0.16 -0.17 0.40 0.262
C -2.550 0.526 -0.279 0.38 -0.15 -0.81 -0.997
N -0.099 -0.136 -0.166 0.47 -0.18 -0.14 -0.726
C -0.959 -0.204 0.788 1.12 -0.07 0.56 0.878
N 2.066 -0.477 -1.208 -0.08 0.05 0.08 -0.826
N 1.942 0.482 0.914 -0.01 -0.05 -0.10 -0.844
O -1.232 -0.415 1.916 -0.20 0.14 -0.83 -0.521
H -1.308 0.314 -0.724 -1.48 0.34 0.80 0.426
H 1.360 -1.524 0.412 0.05 0.09 -0.02 0.149
H 2.930 0.278 1.016 -0.06 -0.02 0.01 0.372
H 2.029 0.449 -1.619 -0.04 -0.04 0.01 0.368
H 1.693 -1.151 -1.865 0.00 0.06 0.04 0.367
H 1.509 0.464 1.830 0.03 -0.01 -0.05 0.366
H -3.197 -0.333 -0.123 0.01 0.00 0.00 0.233
H -2.719 0.878 -1.310 -0.20 0.05 0.04 0.254
H -2.798 1.343 0.392 0.19 -0.01 0.01 0.239
```
Forces are in eV/Å.

Orbital gap ... 10.24 eV
LUMO level ... 0.9 eV
Multiplicity ... 1
Charge ... 0
Highest occupied orbital energy ... -9.38 eV
ΔE to the lowest compared entry with this formula, charge and spin ... 354.06 kJ/mol


# 5
Molecular formula: C5H11NO
Method: DFT, ωB97M-V/def2-TZVPD

Structure (XYZ):
```
18
Properties=species:S:1:pos:R:3:forces:R:3:nbo_charge:R:1
C -1.925 -0.095 -0.919 0.83 -0.07 -0.13 -0.686
C -1.063 0.888 -0.130 1.77 -0.23 -0.45 0.237
C -1.259 0.833 1.313 -0.82 0.79 0.13 -0.653
N 0.554 -1.037 0.620 0.19 -0.50 -0.24 -0.803
C 1.329 -0.233 -0.007 -0.41 -0.52 -0.02 0.588
O 0.851 0.949 -0.352 -1.83 -0.86 -0.40 -0.612
C 2.743 -0.628 -0.443 -0.09 0.20 -0.01 -0.690
H -2.851 0.328 -1.359 0.70 0.30 0.36 0.233
H -1.292 -0.413 -1.735 -0.08 -0.37 -0.46 0.248
H -2.212 -0.973 -0.327 0.33 0.31 -0.07 0.230
H -1.026 1.891 -0.520 -0.17 0.15 -0.15 0.199
H -2.208 1.404 1.202 -0.06 0.07 1.33 0.217
H -0.487 1.398 1.836 -0.38 -0.01 0.16 0.241
H -1.449 -0.151 1.749 0.18 0.38 -0.33 0.244
H 0.983 -1.940 0.748 0.29 -0.18 0.15 0.336
H 2.888 -0.435 -1.510 -0.09 0.08 0.14 0.227
H 2.902 -1.702 -0.267 -0.13 0.38 -0.01 0.214
H 3.524 -0.085 0.099 -0.23 0.07 -0.03 0.229
```
Forces are in eV/Å.

Orbital gap ... 10.07 eV
LUMO level ... 1.0 eV
Multiplicity ... 1
Charge ... 0
Highest occupied orbital energy ... -9.10 eV
ΔE to the lowest compared entry with this formula, charge and spin ... 263.77 kJ/mol


# 6
Molecular formula: C45H46IrN2P2Si
Method: DFT, ωB97M-V/def2-TZVPD

Structure (XYZ):
```
97
Properties=species:S:1:pos:R:3:forces:R:3:lowdin_spin:R:1
Ir -0.333 -0.012 -0.002 0.29 0.25 -0.23 0.617
C 0.494 0.844 -3.036 -0.01 0.02 0.02 0.002
C -0.681 0.391 -2.421 -0.23 0.07 -0.01 0.001
C -1.023 -0.975 -2.472 -0.04 -0.01 0.14 0.003
C -0.174 -1.874 -3.107 0.03 0.03 0.00 0.002
C 0.970 -1.409 -3.741 0.00 0.02 -0.01 0.002
C 1.300 -0.056 -3.710 0.06 -0.06 0.01 0.002
H 0.739 1.899 -3.025 -0.02 0.01 -0.01 0.000
H -1.448 1.115 -2.153 0.09 0.00 0.04 0.000
H -1.992 -1.313 -2.120 0.01 -0.02 -0.02 0.000
H -0.439 -2.921 -3.174 -0.01 -0.01 -0.01 0.000
H 1.595 -2.100 -4.293 0.01 0.00 0.00 0.000
H 2.177 0.294 -4.239 0.01 0.00 -0.01 0.000
C 3.166 1.238 -1.077 -0.05 -0.12 0.12 0.001
Si 2.152 0.142 0.015 0.38 -0.03 0.20 0.088
C 2.580 0.539 1.796 -0.09 0.10 -0.12 0.006
C 3.836 0.329 2.358 -0.01 -0.07 0.01 0.001
C 4.069 0.680 3.685 -0.03 0.02 0.06 0.000
C 3.061 1.245 4.460 0.05 -0.03 0.00 0.000
C 1.806 1.481 3.913 -0.01 -0.01 0.01 -0.001
C 1.590 1.130 2.588 -0.07 -0.15 -0.16 -0.001
P 0.120 1.518 1.656 -0.12 0.06 0.04 -0.010
C -1.254 1.814 2.789 0.00 0.05 0.01 -0.001
C -1.896 0.742 3.420 0.17 -0.06 0.00 0.000
C -2.882 0.974 4.365 0.00 0.04 -0.01 0.000
C -3.230 2.281 4.695 0.00 0.00 0.00 0.000
C -2.587 3.350 4.085 -0.03 -0.01 0.00 0.000
C -1.601 3.124 3.131 -0.05 -0.02 -0.08 0.000
C 0.497 3.074 0.806 0.08 -0.03 0.12 -0.002
C 1.456 3.929 1.360 0.01 -0.05 -0.01 -0.001
C 1.767 5.127 0.734 -0.02 0.01 -0.03 0.000
C 1.140 5.478 -0.454 0.00 -0.03 0.02 0.000
C 0.193 4.630 -1.017 0.01 0.02 0.00 0.000
C -0.129 3.439 -0.387 -0.06 -0.09 -0.05 -0.001
C 2.198 -1.706 -0.311 -0.43 0.09 -0.05 0.099
C 3.209 -2.247 -1.114 0.05 0.17 0.03 0.033
C 3.432 -3.614 -1.128 -0.01 -0.09 0.03 0.008
C 2.627 -4.468 -0.378 0.05 0.01 -0.05 0.038
C 1.575 -3.960 0.374 0.01 0.01 0.01 -0.003
C 1.344 -2.590 0.387 0.15 -0.02 0.16 0.036
P -0.086 -1.925 1.256 -0.24 0.05 -0.16 -0.001
C -1.596 -2.681 0.591 0.12 -0.13 0.03 0.001
C -2.843 -2.399 1.172 0.03 0.09 0.06 -0.001
C -3.998 -2.965 0.663 -0.04 -0.01 -0.02 0.000
C -3.932 -3.825 -0.431 0.01 0.02 0.01 0.000
C -2.706 -4.115 -1.011 0.01 0.01 0.01 0.000
C -1.545 -3.544 -0.508 0.01 -0.02 0.05 -0.001
C 0.027 -2.275 3.009 -0.05 -0.17 -0.08 -0.002
C -0.924 -3.122 3.599 -0.09 0.02 0.06 -0.001
C -0.767 -3.536 4.911 0.01 0.03 0.02 0.000
C 0.338 -3.127 5.645 0.00 0.01 -0.03 -0.002
C 1.302 -2.315 5.055 -0.01 0.00 0.01 0.000
C 1.158 -1.898 3.745 0.07 0.03 -0.07 -0.001
H 4.200 1.083 -0.742 0.01 0.05 -0.01 0.001
H 2.926 2.283 -0.866 -0.01 0.02 -0.01 0.001
H 3.127 1.066 -2.146 -0.04 -0.06 -0.03 0.000
H 4.635 -0.128 1.786 0.02 0.02 -0.01 0.000
H 5.044 0.508 4.121 0.01 -0.01 0.00 0.000
H 3.256 1.507 5.491 0.01 0.00 0.00 0.000
H 1.021 1.926 4.514 -0.01 0.02 -0.01 0.000
H -1.564 -0.274 3.226 -0.07 0.02 0.02 0.000
H -3.355 0.144 4.874 -0.01 -0.01 0.00 0.000
H -3.982 2.465 5.451 -0.01 0.00 0.01 0.000
H -2.836 4.365 4.367 0.00 0.01 0.01 0.000
H -1.101 3.966 2.670 0.03 0.00 0.00 0.000
H 1.972 3.662 2.273 0.00 0.00 0.02 0.000
H 2.505 5.785 1.173 0.01 0.00 0.00 0.000
H 1.392 6.409 -0.944 0.00 0.01 -0.01 0.000
H -0.287 4.902 -1.949 -0.01 0.00 -0.01 0.000
H -0.862 2.784 -0.846 0.02 0.01 0.02 0.000
H 3.867 -1.596 -1.678 -0.01 0.00 -0.03 0.001
H 4.250 -4.021 -1.709 0.01 0.00 -0.02 0.001
H 2.819 -5.532 -0.384 0.00 -0.01 0.01 0.002
H 0.947 -4.636 0.942 -0.02 0.00 0.01 0.000
H -2.912 -1.781 2.062 0.03 0.01 -0.03 0.000
H -4.949 -2.772 1.142 -0.01 0.00 0.00 0.000
H -4.835 -4.284 -0.813 -0.01 -0.01 0.00 0.000
H -2.649 -4.801 -1.845 0.00 -0.01 -0.01 0.000
H -0.597 -3.787 -0.965 0.03 -0.01 0.00 0.000
H -1.772 -3.494 3.044 0.03 0.00 0.00 0.000
H -1.499 -4.197 5.354 0.00 -0.01 0.00 0.000
H 0.464 -3.462 6.666 0.00 0.01 0.01 0.000
H 2.181 -2.025 5.614 0.01 0.00 0.00 0.000
H 1.944 -1.313 3.293 0.01 0.00 -0.02 0.000
N -5.461 3.106 0.040 -0.02 0.04 0.02 0.001
C -4.747 1.817 0.364 0.00 0.00 0.01 0.003
C -3.247 1.896 0.049 0.02 0.03 -0.04 0.004
N -2.607 0.571 0.210 -0.05 -0.07 0.06 0.074
H -6.452 3.045 0.303 0.02 0.00 -0.01 0.000
H -5.436 3.329 -0.961 0.01 0.00 0.02 0.000
H -5.071 3.908 0.546 0.00 -0.01 -0.01 0.000
H -5.244 1.037 -0.213 0.01 0.02 0.00 0.000
H -4.916 1.631 1.425 0.02 -0.03 -0.01 0.000
H -2.756 2.589 0.733 -0.02 0.03 -0.04 0.000
H -3.087 2.253 -0.970 -0.02 -0.06 -0.02 0.000
H -3.069 -0.110 -0.393 0.01 -0.02 0.03 0.003
H -2.773 0.254 1.165 0.01 0.02 0.00 0.000
```
Forces are in eV/Å.

Orbital gap (alpha / beta) ... 6.76 / 5.73 eV
LUMO level (alpha / beta) ... -12.0 / -13.0 eV
Multiplicity ... 2
Charge ... +4
Highest occupied orbital energy (alpha / beta) ... -18.73 / -18.73 eV
ΔE to the lowest compared entry with this formula, charge and spin ... 36.25 kJ/mol